[1]
A structure of composition C46H50BN8O3Pb. Source: the OMol25 dataset; level of theory: ωB97M-V/def2-TZVPD.

Cartesian coordinates (Å):
Pb 0.2531 0.0791 1.0016
C -4.2207 0.7286 4.6779
C -2.8705 0.3662 4.2920
C -2.0205 -0.4976 4.9566
C -0.7716 -0.4062 4.3579
N -0.8913 0.3269 3.2017
N -2.2298 0.8018 3.1878
B -2.8991 1.2521 1.7344
N -2.9054 0.0899 0.6561
N -1.8009 -0.1698 -0.2334
C -2.0407 -1.4186 -0.7436
C -3.2423 -1.9364 -0.2327
C -3.7716 -0.9339 0.6118
C -5.0683 -1.0115 1.3620
C -1.0892 -2.2580 -1.5026
C -0.2528 -1.9104 -2.6492
C 0.6716 -2.8583 -3.1146
C 0.7878 -4.1139 -2.5136
C -0.0904 -4.5049 -1.5267
C -1.0848 -3.6027 -1.1312
N -2.3229 2.5840 1.1047
N -0.9492 2.6366 0.6849
C -0.7858 3.8524 0.0625
C -2.0103 4.6020 0.1790
C -2.9031 3.7678 0.8603
C -4.2680 4.1543 1.2225
C 0.3273 4.2887 -0.7665
C 0.1269 5.3702 -1.6330
C 1.1583 5.8240 -2.4252
C 2.3789 5.1477 -2.4743
C 2.5870 4.0409 -1.6417
C 1.5623 3.6171 -0.8194
C 0.5125 -0.9147 4.8423
C 0.5141 -1.9151 5.8260
C 1.7080 -2.3321 6.4419
C 2.9016 -1.8516 5.9990
C 2.9238 -0.8879 4.9853
C 1.7594 -0.3482 4.4768
H -4.3049 0.7905 5.7834
H -4.9527 -0.0224 4.3769
H -4.5172 1.6916 4.2625
H -2.2801 -1.0214 5.8556
H -4.0839 1.4844 1.9873
H -3.6200 -2.9017 -0.5758
H -5.8056 -1.5543 0.7407
H -5.4571 -0.0107 1.6567
H -4.9351 -1.6333 2.2613
H -0.2612 0.1893 -2.3994
H 1.4444 -2.5802 -3.8533
H 1.5785 -4.7796 -2.8245
H 0.0393 -5.4811 -1.0484
H -1.8536 -3.9285 -0.4600
H -2.1331 5.5965 -0.1870
H -4.5720 5.1336 0.8031
H -4.3965 4.2920 2.3095
H -5.0018 3.3666 0.9012
H -0.8398 5.8551 -1.7175
H 1.0852 6.7697 -2.9498
H 3.1751 5.5663 -3.0938
H 3.5504 3.5487 -1.6271
H 1.7443 2.7849 -0.1490
H -0.4420 -2.3355 6.2028
H 1.6149 -3.0307 7.2541
H 3.8326 -2.2675 6.3775
H 3.8637 -0.5404 4.5712
H 1.8332 0.4896 3.7790
C 1.7111 -4.5267 1.5742
C 1.6719 -3.0125 1.3765
N 0.5315 -2.3452 1.4220
O -0.5416 -3.1839 1.8083
C 2.9096 -2.3354 1.0866
C 4.1803 -3.0606 0.9383
N 2.8469 -1.0261 0.8264
O 3.9411 -0.4625 0.7177
H 1.9229 -4.7014 2.6268
H 2.5128 -4.9530 0.9637
H 0.7164 -4.8886 1.3046
H -1.3386 -2.6517 1.5558
H 4.1990 -3.6696 0.0245
H 4.3552 -3.7303 1.8250
H 4.9368 -2.2977 0.8467
C 0.4983 1.3787 -4.6125
C 0.8290 -0.0608 -4.1968
C 2.1861 -0.0057 -3.4577
C -0.3137 -0.5194 -3.2412
C 0.9185 -0.8692 -5.5190
C 2.1319 -1.2172 -6.0857
C 2.2429 -1.9438 -7.2684
C 1.0785 -2.1564 -8.0120
C -0.1488 -1.8371 -7.4768
C -0.2568 -1.1925 -6.2395
H 0.2428 1.9710 -3.7228
H -0.3776 1.4407 -5.2676
H 1.3325 1.8997 -5.1217
H 2.1558 0.6453 -2.5582
H 2.9305 0.4343 -4.1130
H 2.5714 -0.9953 -3.1340
H -1.2731 -0.4473 -3.8041
H 3.0631 -0.9292 -5.6002
H 3.1975 -2.2884 -7.6300
H 1.1182 -2.5766 -9.0304
H -1.0536 -2.0198 -8.0188
H -1.1912 -0.8399 -5.8526
C 1.2354 4.1579 3.4406
C 2.4723 3.6965 2.9177
O 3.2018 3.0898 2.2628
H 1.4737 4.7555 4.3462
H 0.5606 3.3316 3.7723
H 0.6299 4.8129 2.7722

Cartesian forces, eV/Å:
0.6 0.5 -0.2
-1.4 0.4 0.9
1.4 -1.1 -1.0
-0.1 0.5 0.9
-0.2 0.6 -2.0
-1.5 0.0 1.3
1.5 0.1 -1.7
-0.9 0.1 -0.1
1.0 1.6 0.0
-0.2 0.0 1.2
0.4 -0.4 -0.9
-0.6 0.8 0.7
0.1 -2.3 -0.7
-0.3 0.0 0.1
-0.1 0.5 -1.4
0.5 -0.2 1.0
0.2 0.4 0.4
0.4 0.1 -0.3
-0.7 0.3 0.0
0.7 -0.9 0.0
2.8 -0.2 0.2
-1.5 1.4 -0.8
-2.8 -1.3 1.4
1.1 -1.8 0.6
1.0 1.0 -1.0
-2.0 -0.2 0.4
0.8 -0.4 -0.6
0.0 -0.1 0.2
0.9 0.0 -0.2
0.0 0.3 0.5
-0.1 0.6 -0.7
-0.3 0.1 0.7
0.5 -0.1 0.5
-0.1 0.0 0.5
-1.8 0.0 -0.3
1.1 0.1 -0.6
0.2 0.1 0.1
-0.6 -0.4 -0.2
0.2 0.0 -0.6
-0.1 0.0 -0.2
0.0 -0.1 0.0
0.1 0.0 0.3
0.7 -0.1 0.0
-0.4 0.6 0.4
0.2 0.4 0.2
0.2 -0.8 -0.3
-0.1 0.4 -0.1
-0.6 0.0 -0.3
-0.9 -0.2 0.3
0.1 -0.1 -0.1
-0.4 0.3 -0.2
0.1 -0.2 0.6
-0.5 0.3 0.1
0.4 -0.6 -0.1
0.1 -0.3 -0.2
0.5 0.8 0.3
0.2 0.0 0.2
-0.3 -0.2 -0.3
-0.1 -0.3 0.2
-0.1 -0.1 0.0
-0.1 0.0 0.0
0.7 0.3 -0.5
0.2 -0.3 0.1
-0.1 0.2 0.0
0.0 0.0 0.2
-0.2 -0.4 0.1
-0.3 1.1 -0.2
-0.5 0.4 -0.6
1.0 -1.0 0.4
-1.1 0.8 -0.1
-1.5 0.0 -0.3
0.3 -1.1 0.8
-0.7 -1.4 0.9
1.2 1.8 -0.8
-0.1 -0.3 0.1
-0.3 0.0 0.1
0.4 -0.3 0.2
0.7 -0.6 0.2
0.0 -0.1 0.1
0.2 0.5 -0.8
0.5 0.0 0.2
-0.2 0.8 0.1
0.3 -0.1 -0.2
0.0 -0.3 0.5
0.2 -0.2 -0.3
-1.0 0.2 0.1
1.0 -0.4 0.1
-1.1 0.6 -0.3
0.7 -0.8 -0.5
-0.5 0.9 0.9
1.6 0.0 0.0
0.2 0.0 -0.1
0.1 -0.2 0.0
-0.3 -0.4 0.2
-0.3 -0.4 -0.4
0.2 0.1 -0.1
-0.3 0.6 -0.2
0.4 0.4 0.7
-0.3 -0.2 0.1
0.2 0.2 -0.1
0.1 0.0 0.7
-0.3 -0.1 -0.4
-0.5 -0.2 0.0
-2.4 0.2 0.9
1.4 2.4 2.0
0.4 -2.1 -2.2
-0.4 -0.3 -0.5
0.3 0.2 -0.3
0.6 -0.5 0.0

LUMO level (spin up / spin down) (eV): 2.36 / 2.36
Molecular weight (g mol⁻¹): 980.97
HOMO-LUMO gap (spin up / spin down) (eV): 6.03 / 3.19
Charge: -1
Energy above the lowest of the compared OMol25 structures with the same formula, charge and spin (kJ/mol): 0.0

Mulliken atomic charge list, values in e, 99 entries: 1.3315, -1.5439, 0.6301, -1.2641, -0.1349, 0.3811, 0.9956, -1.7236, 0.6950, -0.4886, -0.2873, -1.2665, 1.1147, -1.6228, 0.7875, 1.0891, -0.0609, -1.2244, -0.5884, -0.8881, 0.1385, 0.8059, -0.1379, -1.1334, 0.5918, -1.4635, 0.7185, -0.8541, -0.6902, -0.4555, -1.0243, -0.0898, 0.9889, -0.6545, -0.7032, -0.4789, -0.6333, -0.0597, 0.4528, 0.1855, 0.2472, 0.4488, -0.2905, 0.5418, 0.4668, 0.2427, 0.1745, -0.0888, 0.2258, 0.4045, 0.4043, 0.0227, 0.5119, 0.3626, 0.2109, 0.2367, 0.2892, 0.3772, 0.3879, 0.5004, 0.6835, 0.2463, 0.4048, 0.3569, 0.4213, 0.3909, -1.8818, 0.1658, 1.1935, -0.7320, -0.1401, -1.6801, 0.6332, -0.8460, 0.3377, 0.4054, 0.4306, 0.2271, 0.2673, 0.3027, 0.4785, -1.8808, 3.3284, -1.9477, -0.3122, -0.6056, 0.1276, -0.9620, -0.3547, -0.9797, -0.4113, 0.3248, 0.3634, 0.4118, 0.0015, 0.7356, 0.3187, 0.2058, 0.2533

***

[2]
A structure of composition C46H50BrNO7SSbZr. Source: the OMol25 dataset; level of theory: ωB97M-V/def2-TZVPD.

Cartesian coordinates (Å):
Zr -0.2208 -1.6205 1.4262
C -3.7170 -0.7968 0.5678
O -2.7323 -1.8146 0.8133
C -3.3355 -3.1042 0.8609
C -2.2858 -4.0301 1.4173
O -1.0294 -3.7003 0.8070
C -0.8560 -4.1063 -0.5709
C -0.9468 -2.8872 -1.4624
O -0.0306 -1.9052 -0.9529
C 1.2513 -1.9448 -1.6196
H -4.4604 -0.7984 1.3654
H -4.2006 -0.9917 -0.3934
H -3.2009 0.1551 0.5465
H -3.6582 -3.3950 -0.1455
H -4.2139 -3.0913 1.5115
H -2.5172 -5.0812 1.2442
H -2.1419 -3.8636 2.4851
H -1.6017 -4.8601 -0.8254
H 0.1357 -4.5539 -0.6205
H -1.9356 -2.4292 -1.4551
H -0.6954 -3.1436 -2.4908
H 1.0920 -1.7127 -2.6715
H 1.8806 -1.1810 -1.1691
H 1.7229 -2.9172 -1.4976
C 4.6243 -5.6530 6.2001
C 4.1266 -4.8273 5.0491
C 4.9300 -3.8307 4.4957
C 4.4736 -3.0419 3.4565
C 3.1881 -3.2528 2.9700
C 2.3694 -4.2471 3.4910
C 2.8505 -5.0294 4.5265
S 2.6134 -2.2068 1.6951
O 3.7203 -1.7898 0.8955
O 1.5396 -2.9368 0.9358
N 1.7322 -1.0130 2.2852
C 1.6383 -0.8564 3.7368
C 0.4910 -1.7236 4.2928
O 0.2317 -1.7857 5.4568
O -0.1887 -2.3630 3.3197
H 5.6869 -5.8699 6.0999
H 4.0828 -6.5941 6.2767
H 4.4860 -5.1111 7.1378
H 5.9298 -3.6766 4.8816
H 5.1015 -2.2799 3.0151
H 1.3767 -4.4026 3.0934
H 2.2231 -5.8092 4.9390
H 1.4220 0.1841 3.9774
H 2.5535 -1.1236 4.2655
Br -2.2872 -0.0475 3.4550
C -0.9094 1.2737 3.2714
C -0.5570 1.9555 4.4159
C 0.4112 2.9450 4.3108
C 0.9087 3.2746 3.0651
C 0.5058 2.6070 1.9053
C 0.1920 3.1630 -0.6870
C -0.8025 2.1109 -1.1293
C -0.9305 0.8446 -0.3588
C -0.6610 0.5445 0.9203
C -0.3617 1.5099 2.0000
H -1.0153 1.7118 5.3638
H 0.7342 3.4825 5.1919
H 1.6006 4.1026 2.9621
H 0.8631 3.4815 -1.4839
H -1.7835 2.5382 -1.3444
H -1.2822 0.0212 -0.9816
C -0.0898 2.1725 -6.3024
C -0.7392 3.2888 -5.5279
C -1.2196 4.4097 -6.1957
C -1.8399 5.4445 -5.5104
C -1.9885 5.3685 -4.1363
C -1.5141 4.2553 -3.4540
C -0.8939 3.2128 -4.1359
Sb -0.0815 1.5044 -3.1121
C 0.9302 3.2569 0.6252
C -0.0960 4.3401 0.1919
C 0.4290 5.6782 -0.1262
C 1.7434 5.8856 -0.2451
C 2.7176 4.8362 0.0440
C 2.3696 3.6335 0.5173
C 3.3653 2.5660 0.8617
C -1.5796 0.0238 -3.6363
C -1.0787 -1.0386 -4.3893
C -1.8771 -2.1065 -4.7812
C -3.2030 -2.1340 -4.3874
C -3.7224 -1.0777 -3.6504
C -2.9424 0.0181 -3.2837
C -3.6051 1.1623 -2.5639
H 0.0467 2.4413 -7.3487
H -0.7072 1.2721 -6.2685
H 0.8951 1.9218 -5.8974
H -1.1022 4.4723 -7.2710
H -2.2028 6.3086 -6.0513
H -2.4668 6.1715 -3.5907
H -1.6300 4.2274 -2.3785
H -1.0383 4.2957 0.7283
H -0.2730 6.4970 -0.2235
H 2.1139 6.8709 -0.4956
H 3.7686 5.0695 -0.0790
H 4.3822 2.9553 0.8518
H 3.3021 1.7456 0.1393
H 3.1672 2.1304 1.8430
H -0.0389 -1.0226 -4.7041
H -1.4679 -2.8994 -5.3948
H -3.8438 -2.9566 -4.6787
H -4.7738 -1.0826 -3.3844
H -4.6774 1.1630 -2.7557
H -3.2017 2.1164 -2.9021
H -3.4670 1.0969 -1.4810

Cartesian forces, eV/Å:
0.0 -0.4 -0.1
0.0 0.0 -0.1
0.1 0.1 0.2
-0.1 0.0 0.0
0.0 0.0 0.0
0.1 -0.2 0.1
0.0 0.0 0.1
0.1 -0.1 0.1
-0.1 -0.2 0.0
0.0 0.2 -0.1
0.0 0.0 0.0
0.0 0.0 0.0
0.0 0.0 0.0
0.0 0.0 0.0
0.0 0.0 0.0
0.0 0.0 0.0
0.0 0.0 0.0
0.0 0.0 0.0
0.0 0.0 0.0
0.0 0.0 0.0
0.0 0.0 0.0
0.0 0.0 0.0
0.0 0.0 0.0
0.0 0.0 0.0
0.0 0.0 0.0
0.0 0.0 0.0
0.0 0.0 0.0
0.0 0.0 0.0
0.0 -0.1 -0.1
0.0 0.0 0.0
0.0 0.0 0.0
-0.1 0.1 -0.1
0.0 0.0 0.0
0.0 0.1 -0.1
-0.1 0.1 0.1
0.0 0.0 0.0
0.0 0.0 -0.1
0.0 -0.1 0.0
-0.2 0.3 -0.2
0.0 0.0 0.0
0.0 0.0 0.0
0.0 0.0 0.0
0.0 0.0 0.0
0.0 0.0 0.0
0.0 0.0 0.0
0.0 0.0 0.0
0.0 0.0 0.0
0.0 0.0 0.0
0.1 0.1 0.0
-0.1 0.0 0.0
0.0 0.0 0.0
0.0 0.0 0.0
0.0 0.0 0.0
0.0 0.0 0.0
0.1 0.0 -0.1
0.0 0.1 -0.1
0.1 -0.1 0.0
0.1 -0.2 0.2
0.1 0.0 0.0
0.0 0.0 0.0
0.0 0.0 0.0
0.0 0.0 0.0
0.0 -0.1 0.0
0.0 0.0 0.2
0.1 0.0 0.0
0.0 0.0 0.0
0.0 0.0 0.0
0.0 0.0 0.0
0.0 0.0 0.0
0.0 0.0 0.0
0.0 0.1 -0.1
0.0 -0.1 0.0
-0.1 0.1 0.0
-0.1 0.0 0.1
0.0 0.1 0.0
0.0 0.0 0.0
0.0 0.0 0.0
0.0 0.0 0.0
0.0 0.0 0.0
0.0 0.0 0.0
-0.1 0.1 0.1
0.0 0.0 0.0
0.0 0.0 0.0
-0.1 0.0 0.0
0.0 0.0 0.0
0.1 -0.1 -0.1
0.0 0.0 0.0
0.0 0.0 0.0
0.0 0.0 0.0
0.0 0.0 0.0
0.0 0.0 0.0
0.0 0.0 0.0
0.0 0.0 0.0
0.0 0.0 0.0
0.0 0.0 0.0
0.0 0.0 0.0
0.0 0.0 0.0
0.0 0.0 0.0
0.0 0.0 0.0
0.0 0.0 0.0
0.0 0.0 0.0
0.0 0.0 0.0
0.0 0.0 0.0
0.0 0.0 0.0
0.0 0.0 0.0
0.0 0.0 0.0
0.0 0.0 0.0
0.0 0.0 -0.1

LUMO level (eV): -2.61
Molecular weight (g mol⁻¹): 1053.86
HOMO-LUMO gap (eV): 7.31
Charge: +1
Energy above the lowest of the compared OMol25 structures with the same formula, charge and spin (kJ/mol): 216.8

Mulliken atomic charge list, values in e, 99 entries: -0.0723, -1.1429, 0.3513, -0.7559, -0.7216, -0.1762, -1.4875, 0.2670, 1.6952, -0.9888, 0.4237, 0.3285, 0.1973, 0.3283, 0.5799, 0.5163, 0.1918, 0.6533, 0.2537, -0.4963, 0.5990, 0.1811, 0.0790, 0.3777, -1.5554, 0.9734, -0.8062, -0.3396, -0.2265, -0.1664, -0.9976, 1.2857, -0.7473, -0.6819, -0.2067, -0.4653, 0.6212, -0.6401, -0.5255, 0.4035, 0.3744, 0.3069, 0.4194, 0.5005, 0.3928, 0.3740, 0.0756, 0.4821, 0.0216, 0.5912, -0.7709, -0.9283, -0.6639, 0.7801, 0.2299, -0.9434, -0.3362, 0.7999, -0.1012, 0.4527, 0.4688, 0.4963, 0.7270, 0.5285, 0.1528, -1.4111, 0.5706, -0.7274, -0.6901, -1.0526, -0.0040, 0.5737, 1.0276, 1.6220, -0.5559, -1.3777, -0.6502, -0.7196, -0.8039, -1.3014, 0.4034, -0.7722, -0.9339, -0.6696, -0.7674, 1.0698, -1.1740, 0.4447, 0.2040, 0.2692, 0.3872, 0.3842, 0.4636, 0.2394, 0.5656, 0.4902, 0.4376, 0.4829, 0.4813

***

Which formula does entry 2 have? C46H50BrNO7SSbZr

***

charge of number 2 (C46H50BrNO7SSbZr)? +1

***

Which of these has the highest energy above the lowest of the compared OMol25 structures with the same formula, charge and spin? C46H50BrNO7SSbZr